1.
The following is a DFT calculation (ωB97M-V/def2-TZVPD) of a single C9H15NO3S molecule.

The geometry in XYZ format:
```
29
Properties=species:S:1:pos:R:3:mulliken_charge:R:1
C 1.6863 2.9076 0.1679 -1.847
C 0.7772 1.7418 0.3344 0.138
C -0.2949 1.2283 -0.7574 -0.216
S -1.9748 1.1840 -0.2080 -0.265
C -1.9915 -0.6920 -0.0632 1.481
C -3.2181 -1.2777 -0.7953 -1.373
C -1.8722 -1.1161 1.3789 -1.842
C -0.5686 -1.1426 -0.7754 -1.357
N 0.3697 -0.0562 -0.8198 -0.079
C 1.3656 0.3195 0.2576 0.601
O 1.2977 -0.3198 1.4677 -0.544
O 2.6656 0.2676 -0.3448 -0.270
C 3.4323 -0.8019 -0.4361 0.105
O 3.3132 -1.8408 0.1742 -0.542
H 1.3511 3.6656 0.8097 0.438
H 1.8535 3.1715 -0.8085 0.444
H 2.5868 2.5783 0.5513 0.439
H 0.2994 1.8400 1.3498 0.324
H -0.2958 1.6305 -1.7673 0.463
H -3.8822 -1.7786 -0.0555 0.320
H -2.9258 -2.0014 -1.5333 0.359
H -3.7104 -0.6379 -1.5437 0.356
H -2.7240 -0.8188 1.9924 0.409
H -1.0781 -0.6108 1.8145 0.459
H -1.6411 -2.1245 1.3977 0.456
H -0.0615 -2.0742 -0.4814 0.409
H -0.8196 -1.4958 -1.8128 0.325
H 1.7459 -1.2367 1.5040 0.429
H 4.3141 -0.5091 -0.9976 0.381
```

The SMILES is C[C@H]1[C@@H]2SC(C)(C)CN2[C@@]1(O)OC=O. The energy above the lowest of the compared OMol25 structures with the same formula, charge and spin is 125.6 kJ/mol. The orbital gap is 9.222 eV. The calculation puts the maximum force at 2.563 eV Å⁻¹. The highest occupied orbital energy is -0.3109 Ha.

2.
The following is a DFT calculation (ωB97M-V/def2-TZVPD) of a 2-piece molecular cluster, C9H15NO5S overall.

The geometry in XYZ format:
```
31
Properties=species:S:1:pos:R:3:mulliken_charge:R:1
C -0.7023 -1.6963 -1.9938 -0.552
C 0.9262 -1.7228 -1.8066 -0.524
C 1.4726 -0.8836 -0.4917 -0.534
C 1.6908 0.7102 -0.8073 0.314
O 2.4384 1.0100 -2.0384 -0.319
S 2.1439 2.6425 -2.4710 1.014
O 1.2571 2.8723 -3.7530 -0.522
O 3.3805 3.5458 -2.6934 -0.526
O 1.0526 3.0384 -1.1781 -0.391
C 0.4208 1.7465 -0.7660 0.170
O -0.7072 1.5806 -1.6955 -0.490
H -1.2715 -0.9404 -1.3043 -0.088
H -0.9090 -1.3385 -3.1134 0.245
H -1.0986 -2.8108 -1.8334 0.271
H 1.2506 -2.8625 -1.7221 0.327
H 1.4667 -1.3129 -2.7730 0.271
H 2.5542 -1.3297 -0.2594 0.336
H 0.8381 -1.0940 0.4888 0.211
H 2.3512 1.0964 0.0875 0.235
H -0.0691 2.0421 0.2569 0.158
H -1.4914 1.2925 -1.1131 0.356
C -1.7625 0.1663 4.0460 -0.536
C -1.4639 -1.2171 4.0669 -0.495
C -1.4940 -1.6632 2.7645 -0.387
N -1.8048 -0.5985 1.9592 0.035
C -1.9649 0.5225 2.7314 -0.366
H -1.8220 0.8312 4.8979 0.403
H -1.2494 -1.8225 4.9380 0.401
H -1.3225 -2.6447 2.3432 0.384
H -1.9002 -0.6344 0.9526 0.224
H -2.2101 1.4748 2.2806 0.373
```

The SMILES is CCC[C@H]1OS(=O)(=O)O[C@H]1O.c1cc[nH]c1. The orbital gap is 8.759 eV. The calculation puts the maximum force at 7.597 eV Å⁻¹. The highest occupied orbital energy is -0.3258 Ha.

3.
The following is a DFT calculation (ωB97M-V/def2-TZVPD) of C9H15O3S as an isolated structure.

The geometry in XYZ format:
```
28
Properties=species:S:1:pos:R:3:mulliken_charge:R:1
C -0.6973 1.6074 -0.4459 0.338
C -0.8811 2.7079 -1.1268 -0.977
C -1.5714 0.6662 0.2608 -0.960
C 0.0130 -1.2889 0.0248 -1.066
C 1.1923 0.8730 -0.2324 -0.880
C -1.4026 -0.7738 -0.2503 0.871
C 1.0808 -0.5239 -0.7610 0.338
C -2.4328 -1.6733 0.4327 -1.793
C 2.4437 -1.2155 -0.6656 -1.651
O 1.6202 2.5620 1.6759 -0.736
O 0.4832 0.5071 2.3395 -0.727
O 2.8415 0.4431 1.7434 -0.745
S 1.5530 1.1115 1.5372 1.291
H -0.0678 3.2646 -1.5611 0.276
H -1.8724 3.1311 -1.2599 0.287
H -1.2527 0.6845 1.3096 0.192
H -2.6237 0.9723 0.1826 0.546
H 0.2300 -1.1739 1.0874 0.086
H 0.0624 -2.3512 -0.2386 0.503
H 1.8176 1.5567 -0.7864 0.828
H -1.5817 -0.7935 -1.3365 0.258
H 0.7776 -0.4909 -1.8231 0.375
H -2.3109 -1.6131 1.5122 0.344
H -2.3089 -2.7114 0.1264 0.423
H -3.4454 -1.3602 0.1770 0.436
H 2.8247 -1.0912 0.3456 0.303
H 3.1471 -0.7510 -1.3562 0.392
H 2.3615 -2.2756 -0.9114 0.447
```

The energy above the lowest of the compared OMol25 structures with the same formula, charge and spin is 0.0 kJ/mol. The orbital gap is 8.627 eV. The calculation puts the maximum force at 4.692 eV Å⁻¹. The highest occupied orbital energy is -0.1865 Ha. The net charge is -1.

4.
The following is a DFT calculation (ωB97M-V/def2-TZVPD) of C9H15P as an isolated structure.

The geometry in XYZ format:
```
25
Properties=species:S:1:pos:R:3:mulliken_charge:R:1
C -0.2211 1.4329 -0.1939 -1.280
C 1.0031 0.9989 0.0789 0.846
C 1.0569 -0.4839 0.2250 1.238
C -0.1172 -1.0555 -0.0412 -0.211
C -1.3481 0.4463 -0.3903 0.799
C 2.1869 1.8980 0.4407 -1.190
C 2.3241 -1.1487 0.3939 -1.694
C -0.7113 -2.4339 -0.0272 -1.454
C -2.1686 0.4955 -1.6680 -1.617
P -2.4225 0.1741 1.1468 -0.043
H -0.4494 2.4779 -0.2590 0.281
H 2.4427 1.8589 1.5129 0.267
H 1.9383 2.9632 0.2095 0.331
H 3.0650 1.3273 -0.1275 0.258
H 2.0725 -2.1618 0.4641 0.451
H 2.8341 -0.9573 1.2814 0.334
H 2.9803 -0.9234 -0.5935 0.301
H -1.4848 -2.4380 -0.7180 0.332
H -1.1936 -2.5631 1.0162 0.256
H -0.0066 -3.2403 -0.1625 0.454
H -2.8314 1.3633 -1.5238 0.422
H -2.9518 -0.2544 -1.6846 0.465
H -1.7103 0.4220 -2.6072 0.380
H -2.8718 1.5108 1.1226 0.036
H -1.4154 0.2911 2.1045 0.037
```

The energy above the lowest of the compared OMol25 structures with the same formula, charge and spin is 126.0 kJ/mol. The orbital gap is 8.807 eV. The calculation puts the maximum force at 5.125 eV Å⁻¹. The highest occupied orbital energy is -0.2921 Ha.

5.
The following is a DFT calculation (ωB97M-V/def2-TZVPD) of a single C9H15P3 molecule.

The geometry in XYZ format:
```
27
Properties=species:S:1:pos:R:3:mulliken_charge:R:1
C 3.3226 0.8420 -1.5586 -0.757
C 2.2919 0.0769 -1.2570 -0.112
P 1.7194 0.0790 0.4932 0.035
C 2.6155 -1.5027 1.0072 -1.198
C -0.0689 -0.3145 0.3102 -0.019
C -1.0341 0.8166 0.4242 -0.439
C -0.5253 2.2103 0.9122 -1.528
C -2.3315 0.5782 0.1232 0.662
C -3.4115 1.6546 0.0082 -1.257
P -2.5206 -1.1568 -0.3603 -0.140
C -0.6666 -1.4766 0.0334 0.667
P -0.1108 -3.1354 -0.1041 -0.172
H 3.9234 0.7827 -2.4354 0.263
H 3.8216 1.4724 -0.9100 0.304
H 1.7775 -0.4409 -2.0090 0.384
H 2.6498 -2.2544 0.2112 0.306
H 1.9917 -1.9091 1.7574 0.402
H 3.6029 -1.3626 1.3915 0.376
H -1.2772 2.9682 0.7391 0.336
H 0.2947 2.4431 0.3158 0.421
H -0.3898 1.9515 1.9869 0.301
H -3.8635 1.7349 -1.0474 0.255
H -3.1898 2.6102 0.2699 0.456
H -4.3401 1.3771 0.6168 0.252
H -3.0198 -1.5185 0.8791 0.106
H 0.2538 -2.9791 -1.5050 0.065
H -1.5152 -3.5473 -0.2929 0.031
```

The SMILES is C=CP(C)C1=C(C)C(C)=[PH]=C1P. The energy above the lowest of the compared OMol25 structures with the same formula, charge and spin is 71.6 kJ/mol. The orbital gap is 8.680 eV. The calculation puts the maximum force at 4.945 eV Å⁻¹. The highest occupied orbital energy is -0.3034 Ha.

6.
The following is a DFT calculation (ωB97M-V/def2-TZVPD) of C9H16Ag3BBr8F4O3 as an isolated structure.

The geometry in XYZ format:
```
44
Properties=species:S:1:pos:R:3:mulliken_charge:R:1
Ag 0.7862 3.3030 -3.6437 0.701
Ag -0.0812 -0.3281 -4.1230 0.669
Ag 3.5570 0.8134 -2.7881 0.632
C 1.9017 1.2465 -5.5262 0.849
O 0.6416 1.7518 -5.4812 -0.885
O 2.2809 0.3458 -4.5937 -0.738
O 2.8181 1.9083 -6.1509 -0.661
B 0.0486 1.3076 -1.4469 0.550
F 1.3366 1.3518 -2.1147 -0.074
F -0.5997 0.1525 -1.9705 -0.463
F 0.2832 1.1630 -0.0656 -0.123
F -0.6519 2.4853 -1.7573 -0.407
Br -2.8116 -0.8422 4.5567 -0.154
C -0.9946 -0.9354 3.8464 -0.451
C -0.5604 0.4240 3.3567 -0.479
Br 1.3803 0.3597 3.0534 -0.179
H -0.8321 -1.8085 3.2317 0.042
H -0.4065 -1.1017 4.7488 0.406
H -0.6404 1.1211 4.1798 0.455
H -1.0652 0.7813 2.4699 0.329
Br 1.2579 -3.3098 2.0044 -0.164
C 1.9329 -3.3307 0.1634 -0.669
C 1.2278 -2.2990 -0.6685 -0.102
Br 2.2730 -2.2849 -2.3636 -0.220
H 1.8102 -4.3328 -0.2363 0.406
H 2.9975 -3.1488 0.2397 0.422
H 1.3458 -1.3146 -0.2350 0.065
H 0.2000 -2.5526 -0.8860 0.282
Br -2.8784 -5.2284 -0.0564 -0.179
C -3.5660 -3.6226 0.9016 -0.469
C -3.7180 -2.5540 -0.1310 -0.394
Br -4.3349 -0.9427 0.7573 -0.143
H -2.7791 -3.3927 1.6142 0.172
H -4.4553 -3.8712 1.4659 0.446
H -4.4631 -2.8266 -0.8756 0.373
H -2.8091 -2.4060 -0.6896 0.197
Br 2.9912 5.5225 1.2424 -0.158
C 1.3206 4.7409 0.5834 -0.510
C 0.8427 3.5974 1.4382 -0.400
Br 0.6009 4.0767 3.2961 -0.109
H 1.6419 4.3894 -0.3910 0.122
H 0.6266 5.5710 0.5640 0.483
H 1.6093 2.8312 1.4804 0.284
H -0.0651 3.1892 1.0005 0.245
```

The energy above the lowest of the compared OMol25 structures with the same formula, charge and spin is 151.4 kJ/mol. The orbital gap is 6.097 eV. The calculation puts the maximum force at 5.573 eV Å⁻¹. The highest occupied orbital energy is -0.2980 Ha.

Question: Which of these has the lowest highest occupied orbital energy?
Answer: C9H15NO5S

Question: highest occupied orbital energy of number 4 (C9H15P)?
Answer: -0.2921 Ha

Repeat the sixth record exactly.
The following is a DFT calculation (ωB97M-V/def2-TZVPD) of C9H16Ag3BBr8F4O3 as an isolated structure.

The geometry in XYZ format:
```
44
Properties=species:S:1:pos:R:3:mulliken_charge:R:1
Ag 0.7862 3.3030 -3.6437 0.701
Ag -0.0812 -0.3281 -4.1230 0.669
Ag 3.5570 0.8134 -2.7881 0.632
C 1.9017 1.2465 -5.5262 0.849
O 0.6416 1.7518 -5.4812 -0.885
O 2.2809 0.3458 -4.5937 -0.738
O 2.8181 1.9083 -6.1509 -0.661
B 0.0486 1.3076 -1.4469 0.550
F 1.3366 1.3518 -2.1147 -0.074
F -0.5997 0.1525 -1.9705 -0.463
F 0.2832 1.1630 -0.0656 -0.123
F -0.6519 2.4853 -1.7573 -0.407
Br -2.8116 -0.8422 4.5567 -0.154
C -0.9946 -0.9354 3.8464 -0.451
C -0.5604 0.4240 3.3567 -0.479
Br 1.3803 0.3597 3.0534 -0.179
H -0.8321 -1.8085 3.2317 0.042
H -0.4065 -1.1017 4.7488 0.406
H -0.6404 1.1211 4.1798 0.455
H -1.0652 0.7813 2.4699 0.329
Br 1.2579 -3.3098 2.0044 -0.164
C 1.9329 -3.3307 0.1634 -0.669
C 1.2278 -2.2990 -0.6685 -0.102
Br 2.2730 -2.2849 -2.3636 -0.220
H 1.8102 -4.3328 -0.2363 0.406
H 2.9975 -3.1488 0.2397 0.422
H 1.3458 -1.3146 -0.2350 0.065
H 0.2000 -2.5526 -0.8860 0.282
Br -2.8784 -5.2284 -0.0564 -0.179
C -3.5660 -3.6226 0.9016 -0.469
C -3.7180 -2.5540 -0.1310 -0.394
Br -4.3349 -0.9427 0.7573 -0.143
H -2.7791 -3.3927 1.6142 0.172
H -4.4553 -3.8712 1.4659 0.446
H -4.4631 -2.8266 -0.8756 0.373
H -2.8091 -2.4060 -0.6896 0.197
Br 2.9912 5.5225 1.2424 -0.158
C 1.3206 4.7409 0.5834 -0.510
C 0.8427 3.5974 1.4382 -0.400
Br 0.6009 4.0767 3.2961 -0.109
H 1.6419 4.3894 -0.3910 0.122
H 0.6266 5.5710 0.5640 0.483
H 1.6093 2.8312 1.4804 0.284
H -0.0651 3.1892 1.0005 0.245
```

The energy above the lowest of the compared OMol25 structures with the same formula, charge and spin is 151.4 kJ/mol. The orbital gap is 6.097 eV. The calculation puts the maximum force at 5.573 eV Å⁻¹. The highest occupied orbital energy is -0.2980 Ha.